# 1
{
  "formula": "C10H15NO2",
  "method": "ωB97M-V/def2-TZVPD",
  "symbols": ["C", "C", "C", "O", "N", "H", "H", "H", "H", "H", "H", "H", "C", "C", "C", "C", "C", "C", "C", "O", "H", "H", "H", "H", "H", "H", "H", "H"],
  "coordinates": [[-2.335, -0.294, -0.737], [-3.680, -0.009, -0.142], [-2.028, -1.758, -0.993], [-2.780, -2.674, -0.751], [-0.740, -1.992, -1.419], [-2.021, 0.351, -1.558], [-1.527, -0.029, -0.037], [-3.962, -0.761, 0.595], [-0.512, -2.960, -1.611], [0.013, -1.335, -1.384], [-4.474, -0.167, -0.872], [-3.825, 0.994, 0.251], [0.359, 0.243, 2.489], [1.220, 0.526, 1.322], [1.648, -0.569, 0.478], [1.640, 1.851, 1.041], [2.326, -0.283, -0.657], [2.451, 2.114, -0.015], [2.800, 1.036, -0.884], [3.620, 1.313, -1.868], [-0.109, 1.163, 2.826], [0.859, -0.197, 3.345], [1.350, -1.523, 0.883], [1.297, 2.645, 1.690], [2.585, -1.056, -1.365], [2.752, 3.121, -0.274], [3.571, 0.642, -2.569], [-0.498, -0.391, 2.216]],
  "atomic_forces_ev_per_a": [[1.3219, 0.2628, 0.5179], [-1.2271, -0.5382, -0.3231], [0.0827, 0.0902, 0.2785], [-0.0649, 0.2832, -0.2951], [0.0152, -0.8071, -0.2707], [-0.5756, -0.2242, -0.5127], [-0.1582, 0.0440, 0.4695], [0.4015, 0.1560, 0.3634], [-0.0175, 0.2410, 0.1134], [-0.2705, 0.2668, -0.1480], [0.1059, 0.2012, -0.3412], [0.3197, 0.0146, 0.0824], [-1.1609, 0.5116, -0.2359], [0.5542, -0.3982, 0.0383], [-0.5848, 1.3365, 1.0178], [-0.1153, -0.1400, 0.1036], [0.1726, -0.6566, -0.1187], [-0.1661, -0.0905, -0.1687], [0.0966, 0.3616, 0.1615], [-0.5798, 0.0804, -0.2627], [0.1273, 0.2167, 0.2230], [0.3470, -0.2560, -0.0012], [0.1227, -0.4766, -0.7182], [0.0303, 0.0620, -0.0236], [0.2022, -0.1498, -0.0387], [0.2003, -0.0657, 0.0302], [0.3930, -0.0811, 0.0688], [0.4276, -0.2446, -0.0097]],
  "lowdin_spin": [0.001, 0.000, 0.000, 0.001, 0.000, 0.000, 0.001, 0.000, 0.000, -0.001, 0.000, 0.000, 0.053, 0.264, 0.065, 0.038, 0.074, 0.104, 0.193, 0.170, 0.001, 0.020, 0.000, -0.002, 0.001, 0.002, 0.001, 0.013],
  "homo_energy_ha": [-0.46141, -0.46134],
  "total_charge": 1,
  "multiplicity": 2,
  "lumo_ev": [-4.2, -7.7],
  "de_lowest_ev": 0.4985
}

# 2
{
  "formula": "C30H67ClN5O5",
  "method": "ωB97M-V/def2-TZVPD",
  "symbols": ["C", "C", "C", "C", "C", "C", "O", "C", "C", "C", "N", "C", "C", "C", "C", "Cl", "C", "H", "H", "H", "H", "H", "H", "H", "H", "H", "H", "H", "H", "H", "H", "H", "H", "H", "H", "H", "H", "H", "H", "H", "C", "C", "C", "O", "C", "N", "H", "H", "H", "H", "H", "H", "H", "H", "H", "H", "H", "C", "C", "C", "O", "C", "N", "H", "H", "H", "H", "H", "H", "H", "H", "H", "H", "H", "C", "C", "C", "O", "C", "N", "H", "H", "H", "H", "H", "H", "H", "H", "H", "H", "H", "C", "C", "C", "O", "C", "N", "H", "H", "H", "H", "H", "H", "H", "H", "H", "H", "H"],
  "coordinates": [[-1.375, 2.211, 1.211], [-2.685, 1.532, 1.787], [-2.568, 1.199, 3.336], [-4.032, 2.338, 1.419], [-3.691, 3.858, 1.064], [-4.530, 1.715, 0.031], [-5.144, 0.403, 0.190], [-4.573, -0.553, -0.592], [-4.281, -1.892, 0.049], [-3.708, -2.946, -0.777], [-3.402, -2.756, -2.138], [-3.637, -1.552, -2.780], [-3.300, -1.274, -4.296], [-2.009, -2.022, -4.830], [-2.095, -2.002, -6.429], [-2.210, -0.249, -6.979], [-4.247, -0.424, -2.031], [-1.140, 3.175, 1.738], [-0.498, 1.522, 1.421], [-1.401, 2.363, 0.093], [-2.765, 0.529, 1.254], [-2.980, 0.162, 3.481], [-3.108, 1.983, 3.934], [-1.470, 1.135, 3.599], [-4.803, 2.275, 2.230], [-3.030, 4.333, 1.842], [-3.149, 3.903, 0.067], [-4.638, 4.458, 0.900], [-5.347, 2.416, -0.325], [-3.643, 1.742, -0.655], [-4.504, -2.077, 1.134], [-3.500, -3.962, -0.354], [-3.010, -3.538, -2.667], [-4.197, -1.439, -4.953], [-3.067, -0.167, -4.345], [-1.100, -1.411, -4.565], [-1.871, -3.067, -4.444], [-1.233, -2.530, -6.914], [-3.081, -2.500, -6.677], [-4.464, 0.543, -2.562], [1.486, -1.087, -3.110], [0.325, -1.273, -2.138], [0.324, -0.264, -0.979], [1.270, -0.538, 0.039], [2.586, -0.086, -0.240], [0.330, -2.658, -1.649], [2.429, -1.461, -2.711], [1.296, -1.634, -4.037], [1.617, -0.033, -3.369], [-0.598, -1.115, -2.705], [-0.656, -0.318, -0.491], [0.433, 0.766, -1.343], [2.589, 0.847, -0.810], [3.148, -0.858, -0.772], [3.090, 0.090, 0.712], [-0.501, -2.805, -1.079], [1.096, -2.742, -0.983], [-0.193, 5.206, -4.993], [-0.491, 5.852, -3.644], [-0.731, 4.833, -2.514], [-2.011, 4.210, -2.545], [-2.111, 3.118, -3.440], [-1.627, 6.769, -3.796], [-1.087, 4.802, -5.471], [0.227, 5.943, -5.681], [0.536, 4.398, -4.890], [0.388, 6.443, -3.369], [-0.692, 5.372, -1.562], [0.066, 4.080, -2.475], [-1.177, 2.551, -3.505], [-2.413, 3.465, -4.430], [-2.896, 2.452, -3.071], [-1.762, 7.273, -2.922], [-2.468, 6.200, -3.878], [6.267, -3.818, 2.370], [5.458, -2.796, 1.576], [6.318, -1.684, 0.948], [6.751, -0.689, 1.863], [7.902, -1.039, 2.616], [4.408, -2.244, 2.441], [6.584, -3.437, 3.342], [5.666, -4.710, 2.561], [7.156, -4.130, 1.817], [4.974, -3.338, 0.756], [5.700, -1.156, 0.214], [7.170, -2.098, 0.394], [8.601, -1.650, 2.039], [7.613, -1.555, 3.533], [8.408, -0.116, 2.904], [3.810, -1.638, 1.884], [4.860, -1.603, 3.093], [0.714, -2.977, 6.844], [1.882, -2.536, 5.967], [1.607, -1.238, 5.183], [0.766, -1.401, 4.048], [-0.619, -1.422, 4.337], [2.250, -3.641, 5.075], [-0.095, -3.430, 6.267], [1.045, -3.726, 7.567], [0.303, -2.134, 7.406], [2.728, -2.341, 6.634], [2.562, -0.876, 4.789], [1.223, -0.446, 5.839], [-0.878, -0.759, 5.168], [-0.945, -2.443, 4.548], [-1.153, -1.085, 3.448], [3.090, -3.380, 4.561], [1.535, -3.697, 4.352]],
  "atomic_forces_ev_per_a": [[0.3339, -0.5897, 0.4769], [-0.1443, -0.2270, -0.1295], [0.4320, -0.0104, -1.0481], [1.3489, -0.2033, -1.3097], [-0.4477, -0.2748, -0.4439], [-0.8544, 2.7931, 1.0781], [2.0070, -1.3395, -1.4390], [0.5214, -2.2089, -0.5441], [0.6003, -0.1427, -2.7125], [-0.9910, 1.8997, 0.8749], [-0.8678, 1.6414, 1.0038], [-1.1452, 2.0952, 1.0354], [0.7884, -0.0165, 1.0618], [-0.0032, 0.9667, -1.2154], [-0.7413, -0.6099, 1.2771], [0.2545, -1.2330, 0.1821], [0.5695, -1.8426, 1.0686], [-0.3074, -0.8450, -0.6598], [-0.9974, 0.6852, -0.2441], [-0.1074, 0.0151, 1.1400], [0.1156, 1.0243, 0.5961], [0.0824, 1.2425, 0.2635], [0.6363, -0.9331, -0.3387], [-1.2894, 0.2983, -0.0228], [0.6352, -0.1093, -0.8358], [-0.9074, -0.4363, -0.7579], [-0.4524, -0.0639, 1.1945], [1.0443, -0.6263, 0.5003], [0.9553, -0.9526, -0.0243], [-0.9383, -0.3923, 0.4449], [0.2738, 0.2422, -1.3743], [-0.1476, 1.1711, -0.5719], [-0.1025, 0.4006, 0.2563], [0.7391, -0.1045, 0.7422], [-0.4679, -1.2807, 0.0480], [-0.9429, -0.8301, -0.0706], [-0.1919, 0.8576, -0.4996], [-0.8627, 0.7903, 0.3836], [1.2625, 0.6060, -0.1978], [0.3619, -1.2759, 0.5556], [-0.0656, 0.0617, -0.2591], [0.5435, -0.0470, 0.1766], [-0.2210, -0.0452, 0.1822], [-0.1623, 0.2494, -0.3130], [0.0878, -0.2251, 0.2645], [-0.3075, 0.0900, 0.0766], [-0.0830, 0.0139, 0.0555], [0.0193, -0.0222, 0.0902], [0.0193, -0.0351, 0.0302], [-0.0686, 0.0731, 0.2060], [0.0253, -0.0363, 0.0890], [0.1090, 0.0002, -0.0774], [-0.0276, -0.0364, -0.0606], [0.0952, 0.1346, -0.1297], [-0.1248, 0.0535, -0.0141], [0.0544, -0.0010, 0.0068], [-0.0146, -0.0832, -0.1562], [0.2046, -0.0030, -0.1356], [-0.3124, -0.2134, -0.2185], [0.1372, 0.3625, 0.2041], [0.2565, -0.3335, 0.0417], [-0.2776, 0.2255, 0.0547], [-0.0018, -0.1577, 0.3452], [-0.0111, 0.0281, 0.0829], [-0.0848, -0.0204, 0.0821], [-0.0315, 0.0105, -0.0080], [-0.0619, -0.0380, 0.1272], [-0.1261, -0.0345, -0.0225], [-0.0394, -0.0847, -0.1331], [0.0550, 0.0528, -0.0540], [0.1281, -0.1771, -0.1057], [0.0017, 0.0387, 0.0819], [0.0638, 0.1305, -0.1248], [0.0784, 0.1059, -0.1418], [0.0040, -0.2619, -0.0330], [0.2741, 0.0734, 0.3215], [-0.2316, 0.0990, -0.1043], [0.0978, -0.2594, -0.2544], [-0.1051, 0.2698, 0.2187], [0.0033, 0.1948, -0.0996], [-0.0197, 0.0702, -0.0723], [-0.0034, 0.1067, -0.0013], [-0.0173, 0.0322, 0.0381], [-0.0104, 0.1198, -0.0438], [0.0038, 0.0711, 0.0760], [0.0554, -0.0737, 0.1148], [-0.0644, -0.0652, -0.0054], [0.1659, -0.1385, -0.0177], [-0.0702, -0.0053, -0.0940], [-0.1153, -0.1515, 0.0732], [-0.0159, -0.1304, -0.0153], [-0.0168, 0.0134, 0.2743], [-0.3829, -0.1777, -0.2185], [0.3739, -0.0298, 0.0133], [-0.0885, 0.2575, 0.2446], [0.1702, -0.3278, -0.3031], [0.1328, 0.2693, -0.0879], [0.0653, 0.0478, -0.0565], [0.0112, 0.0322, -0.1112], [-0.0134, -0.0277, -0.0261], [0.0246, 0.0839, -0.1081], [-0.0610, -0.0650, -0.0962], [-0.1455, -0.0619, 0.0294], [0.0131, -0.0534, 0.0586], [-0.1450, 0.0579, 0.2064], [0.1500, -0.0131, -0.0131], [-0.0052, -0.1029, -0.0064], [0.0565, -0.0719, 0.1122]],
  "lowdin_charge": [-0.086, -0.355, -0.068, -0.261, -0.073, -0.143, -0.023, -0.191, 0.078, -0.005, 0.108, -0.128, -0.149, -0.246, -0.515, 0.531, 0.092, 0.087, 0.084, 0.071, 0.109, 0.074, 0.089, 0.074, 0.143, 0.089, 0.072, 0.092, 0.147, 0.117, 0.137, 0.145, 0.161, 0.134, 0.097, 0.087, 0.113, 0.089, 0.084, 0.131, -0.057, -0.437, -0.214, -0.182, -0.092, 0.054, 0.072, 0.073, 0.085, 0.093, 0.109, 0.117, 0.097, 0.074, 0.084, 0.053, 0.079, -0.070, -0.428, -0.200, -0.205, -0.107, 0.043, 0.065, 0.081, 0.077, 0.138, 0.122, 0.116, 0.088, 0.082, 0.061, 0.075, 0.070, -0.068, -0.425, -0.205, -0.191, -0.101, 0.054, 0.066, 0.078, 0.081, 0.134, 0.109, 0.121, 0.092, 0.075, 0.089, 0.049, 0.076, -0.074, -0.429, -0.200, -0.192, -0.120, 0.043, 0.062, 0.078, 0.078, 0.136, 0.114, 0.119, 0.094, 0.078, 0.058, 0.046, 0.067],
  "homo_energy_ha": -0.38416,
  "total_charge": 1,
  "lumo_ev": -4.0,
  "de_lowest_ev": 2.6502
}

# 3
{
  "formula": "H28O14",
  "method": "ωB97M-V/def2-TZVPD",
  "symbols": ["O", "H", "H", "O", "H", "H", "O", "H", "H", "O", "H", "H", "O", "H", "H", "O", "H", "H", "O", "H", "H", "O", "H", "H", "O", "H", "H", "O", "H", "H", "O", "H", "H", "O", "H", "H", "O", "H", "H", "O", "H", "H"],
  "coordinates": [[0.223, -2.467, -1.381], [0.564, -3.360, -1.337], [0.902, -1.929, -0.982], [-0.271, 0.407, -2.585], [-0.316, 0.320, -1.618], [0.139, -0.421, -2.868], [1.807, 1.837, 1.551], [2.631, 2.079, 1.080], [2.075, 1.934, 2.521], [-2.709, -2.050, -2.261], [-2.613, -1.152, -1.936], [-2.183, -2.523, -1.626], [-2.952, 0.523, -1.402], [-2.278, 1.194, -1.266], [-3.348, 0.331, -0.581], [1.153, 3.286, -0.557], [1.437, 2.572, -0.013], [1.954, 3.752, -0.628], [0.208, -3.600, 1.578], [-0.466, -2.969, 1.339], [1.011, -3.136, 1.785], [-2.254, 1.427, 2.209], [-2.961, 0.846, 1.880], [-1.695, 1.597, 1.440], [-1.619, 2.788, -1.027], [-0.754, 2.783, -0.594], [-2.128, 3.467, -0.531], [1.847, -1.211, 0.577], [2.401, -1.838, 1.054], [2.418, -0.825, -0.135], [-2.144, -1.613, 1.040], [-2.987, -1.080, 1.029], [-2.370, -2.420, 0.598], [2.858, -0.258, 3.303], [3.422, 0.488, 3.368], [2.460, -0.212, 2.438], [2.639, 0.379, -1.800], [2.971, -0.016, -2.627], [1.765, 0.643, -2.013], [-0.344, 0.470, 0.116], [0.459, 0.186, 0.478], [-0.949, -0.229, 0.383]],
  "atomic_forces_ev_per_a": [[-0.5096, -0.0728, -0.5894], [0.0400, -0.2870, 0.0640], [0.2159, 0.1455, 0.5181], [0.9363, -0.0678, -0.3091], [-0.2246, 0.0569, 0.0652], [-0.5226, -0.1119, -0.1014], [1.7084, 0.1415, 1.8792], [-0.2952, -0.3209, 0.5430], [-0.8956, -0.1423, -1.8596], [-0.4409, -0.5520, -0.0315], [-0.1211, 0.9645, -0.3080], [0.6190, -0.6000, 0.0210], [-0.0436, -0.6431, -1.4431], [0.2108, 0.7837, 0.1055], [-0.7517, 0.0123, 1.3477], [-1.2202, -0.1428, -0.6016], [-0.6095, -0.9452, 0.6682], [1.3639, 1.5246, -0.6248], [-0.0873, -1.2311, 0.0294], [0.0812, 0.6604, 0.0283], [-0.0225, 0.4300, 0.1385], [-0.5208, -0.2652, -0.1235], [0.3924, 0.5323, 0.2988], [0.1212, -0.0958, -0.0824], [-0.5271, 0.9460, 0.8702], [0.1547, 0.1476, -0.3245], [0.4243, -0.6902, -0.6118], [0.8457, 0.3901, -0.4971], [0.1710, 0.0210, -0.1252], [-0.3072, -0.0966, 0.4578], [-1.0589, 1.6154, 0.4560], [1.3088, -1.1294, 0.1032], [-0.3753, -0.7005, -0.5895], [-0.5142, -1.1503, 0.5140], [0.9516, 0.8901, 0.1364], [-0.3532, 0.1471, -0.5934], [1.9399, -1.0202, 0.1688], [-0.1064, 0.2753, 0.5481], [-1.9710, 0.7446, -0.5412], [-1.7454, 0.8117, -0.7074], [2.1394, -0.5308, 1.1181], [-0.4008, -0.4450, -0.0150]],
  "lowdin_charge": [-0.036, 0.052, -0.017, -0.055, -0.026, 0.037, -0.067, 0.073, 0.106, -0.058, -0.034, -0.021, -0.028, -0.017, 0.005, -0.007, -0.037, 0.032, -0.026, -0.009, 0.008, -0.046, 0.023, 0.000, -0.053, 0.005, 0.090, -0.071, 0.068, 0.060, -0.037, 0.079, 0.044, -0.029, 0.010, -0.021, -0.034, 0.077, -0.016, -0.034, -0.016, 0.026],
  "homo_energy_ha": -0.37596,
  "total_charge": 0,
  "lumo_ev": -0.5,
  "de_lowest_ev": 2.0549
}

# 4
{
  "formula": "C3H9NO2",
  "method": "ωB97M-V/def2-TZVPD",
  "symbols": ["C", "C", "N", "C", "O", "H", "H", "H", "H", "H", "H", "H", "O", "H", "H"],
  "coordinates": [[-0.374, 1.894, 0.147], [0.054, 0.403, 0.436], [-1.136, -0.445, 0.482], [0.917, -0.037, -0.761], [2.105, 0.069, -0.710], [-0.744, 2.414, 0.997], [-1.238, 1.634, -0.537], [0.328, 2.570, -0.326], [0.699, 0.260, 1.341], [-1.954, -0.054, 0.763], [-1.431, -0.783, -0.499], [0.425, -0.743, -1.587], [1.049, -2.517, -0.297], [0.089, -2.578, -0.070], [1.210, -2.086, 0.622]],
  "atomic_forces_ev_per_a": [[-0.9437, -1.7651, -1.0836], [-0.1277, 0.9508, -0.6083], [1.9958, -2.9334, -2.9448], [-0.3180, -2.0623, -0.0334], [0.3402, 0.7450, -0.5569], [-0.4809, 0.1490, 0.9235], [0.8124, 1.2462, 0.4200], [0.4094, -0.3255, -0.2436], [-0.6598, 0.2614, -0.6915], [-2.5025, 1.9046, 1.6658], [1.1190, 0.6622, 1.7267], [0.4541, 1.9031, 1.0433], [-1.2961, 0.7388, 3.5586], [0.4541, -0.4880, -0.9897], [0.7437, -0.9869, -2.1862]],
  "lowdin_charge": [-0.039, -0.396, 0.006, -0.307, 0.055, 0.055, 0.094, 0.072, 0.148, 0.020, 0.113, 0.151, -0.106, 0.041, 0.092],
  "homo_energy_ha": -0.35574,
  "total_charge": 0,
  "lumo_ev": 0.8,
  "smiles": "C[C@@H](N)C=O.O",
  "de_lowest_ev": 2.6027
}